Molecular formula: C35H33Cl4O2P3SbSe4V
Method: DFT, ωB97M-V/def2-TZVPD

* strongest force on any atom: 1.478 eV/A
* gap between HOMO and LUMO (alpha / beta): 0.2113 / 0.2105 Ha
* electronic energy: -15158.8928 Ha
* multiplicity: 1
* HOMO (alpha / beta): -0.2634 / -0.2634 hartree

Last column: Mulliken charge in e.
Cartesian coordinates (Å):
V -0.606 -0.101 -0.828  1.032
C 0.036 0.820 2.588  -1.098
C 0.897 -0.439 2.454  -2.308
P 0.501 -1.482 0.981  1.672
C 2.023 -2.448 0.747  0.587
C 2.215 -3.140 -0.444  0.559
C 3.313 -3.973 -0.610  -1.189
C 4.234 -4.119 0.414  -0.712
C 4.048 -3.438 1.611  -0.832
C 2.947 -2.615 1.782  -1.226
C -0.718 -2.707 1.541  1.105
C -1.617 -2.403 2.559  -0.527
C -2.634 -3.289 2.879  -0.861
C -2.786 -4.463 2.153  -0.512
C -1.898 -4.766 1.132  -0.821
C -0.859 -3.899 0.831  -0.534
P 0.094 1.802 1.040  1.894
C 1.432 3.023 1.327  0.907
C 1.500 3.726 2.532  -0.897
C 2.447 4.717 2.720  -0.827
C 3.332 5.038 1.698  -0.563
C 3.259 4.365 0.490  -1.040
C 2.315 3.362 0.310  0.016
C -1.335 2.927 1.112  0.407
C -1.387 3.932 0.146  -0.677
C -2.477 4.782 0.073  -0.644
C -3.529 4.642 0.969  -0.596
C -3.474 3.660 1.946  -0.738
C -2.384 2.804 2.016  -0.494
H 0.392 1.416 3.429  0.717
H -1.005 0.556 2.774  0.275
H 0.813 -1.064 3.346  0.842
H 1.946 -0.147 2.348  0.543
H 1.499 -3.065 -1.256  0.565
H 3.419 -4.515 -1.542  0.492
H 5.088 -4.770 0.289  0.406
H 4.759 -3.555 2.418  0.429
H 2.823 -2.108 2.729  0.450
H -1.531 -1.480 3.118  -0.006
H -3.320 -3.053 3.681  0.445
H -3.604 -5.134 2.376  0.387
H -2.018 -5.669 0.546  0.504
H -0.175 -4.168 0.032  0.113
H 0.793 3.516 3.326  0.366
H 2.488 5.249 3.661  0.414
H 4.067 5.818 1.842  0.395
H 3.933 4.619 -0.317  0.446
H 2.263 2.852 -0.641  0.275
H -0.569 4.049 -0.556  0.244
H -2.508 5.551 -0.688  0.456
H -4.389 5.294 0.902  0.390
H -4.286 3.552 2.653  0.446
H -2.374 2.039 2.780  0.408
Cl -6.076 -1.391 -2.233  -0.171
C -4.637 -0.481 -2.054  0.559
C -4.108 0.220 -3.178  0.658
Cl -4.910 0.122 -4.685  -0.178
C -2.968 0.961 -3.047  0.154
Cl -2.284 1.822 -4.365  -0.184
C -2.272 1.036 -1.803  -0.295
O -1.062 1.556 -1.749  -0.575
C -2.793 0.316 -0.670  -0.379
O -2.072 0.186 0.432  -0.293
C -4.000 -0.424 -0.846  0.161
Cl -4.601 -1.244 0.538  -0.165
C 1.587 1.608 -3.049  -1.298
P 1.647 0.105 -2.023  1.409
C 3.176 0.237 -1.033  -1.370
C 2.129 -1.117 -3.276  -0.961
H 2.574 1.807 -3.471  0.539
H 1.225 2.472 -2.497  0.241
H 0.879 1.419 -3.858  0.368
H 3.973 0.666 -1.644  0.551
H 3.475 -0.764 -0.721  0.318
H 3.040 0.850 -0.143  0.154
H 3.046 -0.777 -3.762  0.510
H 1.337 -1.210 -4.025  0.206
H 2.298 -2.106 -2.852  0.222
Se 0.656 -5.281 -3.271  -0.538
Sb -1.294 -4.080 -3.916  0.632
Se -0.904 -1.885 -1.997  -0.315
Se -1.138 -2.289 -5.464  -0.529
Se -3.316 -4.431 -2.764  -0.516

Force components x, y, z for each atom (eV/Å):
V 0.447 0.021 -0.280
C 0.012 -0.032 0.039
C -0.031 -0.037 -0.061
P -0.311 0.268 -0.021
C -0.074 -0.117 0.008
C -0.028 -0.114 -0.091
C -0.073 -0.014 -0.063
C 0.011 0.030 0.042
C 0.033 -0.022 -0.048
C -0.001 0.093 -0.047
C -0.097 0.051 -0.034
C 0.112 -0.050 0.065
C -0.025 -0.037 -0.040
C -0.025 0.047 0.032
C 0.032 -0.029 -0.060
C -0.012 -0.049 0.009
P -0.005 -0.056 -0.147
C -0.001 -0.033 0.098
C 0.000 -0.046 0.030
C 0.022 0.012 -0.004
C -0.008 -0.003 0.004
C 0.021 0.018 0.002
C 0.001 -0.028 -0.052
C -0.009 0.032 -0.024
C 0.025 0.021 0.003
C -0.006 0.012 0.003
C -0.003 0.005 -0.016
C -0.011 0.009 0.001
C -0.002 -0.024 0.022
H -0.089 -0.039 0.032
H 0.024 0.004 -0.072
H 0.060 0.060 0.013
H -0.020 -0.023 -0.007
H -0.025 -0.037 0.116
H 0.024 0.006 0.009
H 0.015 -0.004 -0.006
H -0.003 0.000 0.011
H -0.032 -0.012 0.019
H -0.018 0.018 -0.015
H -0.014 0.015 -0.006
H 0.017 -0.015 0.016
H 0.010 0.024 0.022
H -0.053 0.058 0.003
H -0.001 0.002 -0.006
H -0.002 0.011 0.005
H 0.014 0.010 0.000
H 0.014 -0.002 -0.007
H -0.022 -0.007 -0.028
H -0.035 -0.031 -0.018
H -0.005 0.000 -0.008
H 0.006 0.019 0.016
H -0.006 -0.007 -0.002
H -0.013 -0.017 -0.034
Cl 0.040 0.040 0.015
C -0.020 -0.024 0.163
C 0.074 0.106 -0.077
Cl 0.022 0.007 0.036
C -0.078 -0.018 -0.090
Cl -0.005 -0.066 0.050
C -0.091 -0.274 0.137
O 0.019 -0.544 0.467
C 0.015 0.063 -0.378
O 0.468 0.143 -0.342
C -0.137 -0.133 0.138
Cl 0.069 -0.011 -0.100
C 0.037 0.007 -0.013
P -0.321 0.056 0.121
C 0.011 -0.025 0.022
C -0.049 -0.046 -0.120
H -0.027 0.010 -0.002
H -0.006 -0.003 0.023
H -0.002 0.019 0.039
H -0.012 -0.003 0.000
H -0.001 0.047 -0.023
H -0.013 -0.006 0.005
H -0.016 -0.007 0.014
H 0.008 0.006 0.039
H -0.010 0.083 -0.017
Se 0.028 -0.001 -0.012
Sb 0.212 -0.500 -0.356
Se 0.254 1.122 0.927
Se -0.002 0.103 -0.184
Se -0.311 -0.111 0.100